Density functional theory data (wB97M-V/def2-TZVPD) for one molecule with the formula C6H10 at a distorted geometry.

Last column: natural (NBO) charge in e.
Atoms and positions in Å:
C -1.12 2.00 0.05  -0.431
C -0.36 0.74 0.35  -0.380
C -0.52 -0.42 -0.49  -0.088
C 0.34 -1.53 -0.45  -0.272
C 0.17 -2.67 -1.15  -0.338
C 1.04 0.98 0.93  -0.627
H -1.07 0.71 1.23  0.327
H -0.65 2.83 -0.47  0.173
H -1.99 2.35 0.60  0.185
H -1.41 -0.43 -1.10  0.207
H 1.17 -1.56 0.26  0.211
H -0.64 -2.79 -1.87  0.185
H 0.94 -3.42 -1.29  0.197
H 1.05 2.01 1.29  0.224
H 1.89 0.82 0.27  0.214
H 1.18 0.39 1.84  0.213

## Properties
- relative energy (zero: lowest compared OMol25 entry of this formula, charge and spin) (eV) = 5.7558
- HOMO level (eV) = -6.256
- E_LUMO (eV) = -1.434
- gap between HOMO and LUMO (Eh) = 0.17722